The following is a quantum chemistry calculation of a cluster of 6 separate species, C37H61NO16P in total at a distorted geometry, from OMol25.

Structure (XYZ):
```
116
Properties=species:S:1:pos:R:3:forces:R:3:lowdin_charge:R:1
C -6.912 -1.270 -1.319 -0.66 -0.31 0.88 -0.12
O -7.564 -0.221 -2.036 1.15 -0.41 -0.34 -0.24
C -6.779 0.210 -3.170 -0.12 0.27 -0.26 -0.21
C -6.111 1.635 -2.927 -0.65 -0.83 -0.32 -0.17
C -6.406 2.221 -1.509 0.32 1.37 -0.99 -0.20
C -5.915 3.737 -1.498 0.17 0.07 1.42 -0.20
C -4.771 3.971 -0.423 -0.20 -0.29 -0.98 -0.22
C -3.406 3.407 -0.962 0.08 -0.13 0.89 -0.22
C -2.438 2.918 0.190 -0.12 0.82 -1.00 -0.21
C -0.956 2.951 -0.324 0.17 -1.31 0.30 -0.21
C -0.052 1.850 0.367 0.00 0.54 0.65 -0.23
C 1.011 2.480 1.354 0.13 -0.66 -0.35 -0.36
C 1.535 1.401 2.365 1.90 0.35 -0.79 -0.51
C 2.305 0.316 1.485 -0.81 -0.11 1.53 -0.33
C 1.544 -1.051 1.335 0.14 -0.07 -1.79 -0.20
C 2.424 -2.185 0.615 0.35 0.33 1.12 -0.17
C 3.606 -1.576 -0.209 -1.10 0.33 -0.75 -0.16
N 4.289 -2.539 -1.105 -1.30 2.05 2.34 -0.18
C 5.527 -2.976 -0.734 0.11 -2.14 -3.29 -0.09
C 5.913 -3.845 -1.818 -1.16 0.83 0.32 -0.10
C 4.815 -3.846 -2.792 -0.27 0.79 1.08 -0.09
C 3.762 -2.973 -2.288 3.67 -2.40 -0.62 -0.08
P 2.833 2.263 3.364 -1.18 1.04 0.33 0.78
C 4.429 2.529 2.343 0.48 -0.95 -0.21 -0.34
C 3.421 1.104 4.743 0.33 0.24 -1.13 -0.34
H -7.197 -1.187 -0.235 0.17 0.01 -0.89 0.08
H -7.308 -2.263 -1.664 0.66 0.69 0.15 0.09
H -5.801 -1.215 -1.361 -0.73 -0.09 -0.18 0.10
H -5.998 -0.555 -3.421 -0.63 0.58 0.28 0.12
H -7.487 0.237 -4.039 0.61 0.15 0.66 0.10
H -5.025 1.542 -3.165 -0.70 0.27 0.45 0.11
H -6.540 2.334 -3.691 0.37 -0.46 0.68 0.11
H -5.891 1.676 -0.686 -0.48 0.13 -0.60 0.11
H -7.512 2.245 -1.362 0.90 -0.40 0.08 0.11
H -5.552 4.040 -2.508 -0.34 -0.09 0.74 0.10
H -6.754 4.405 -1.168 0.50 -0.56 -0.68 0.10
H -4.698 5.060 -0.175 0.10 -0.85 -0.26 0.11
H -5.092 3.464 0.522 0.38 0.24 -0.64 0.09
H -2.882 4.189 -1.570 -0.53 -0.60 0.41 0.11
H -3.584 2.517 -1.620 0.04 0.82 0.34 0.10
H -2.590 3.612 1.056 0.25 -0.82 -0.42 0.11
H -2.732 1.869 0.442 0.29 0.89 0.14 0.11
H -0.985 2.711 -1.419 0.05 0.53 0.72 0.10
H -0.462 3.937 -0.141 -0.61 -0.59 -0.41 0.11
H -0.669 1.149 0.986 0.32 0.55 -0.50 0.09
H 0.468 1.217 -0.395 -0.35 0.56 0.52 0.09
H 1.862 2.842 0.685 -0.61 -0.07 0.36 0.08
H 0.611 3.407 1.842 0.10 -0.84 -0.17 0.08
H 3.256 0.074 2.039 -0.53 0.16 -0.79 0.07
H 2.521 0.806 0.493 0.15 -0.81 0.62 0.08
H 1.134 -1.436 2.293 0.45 0.49 -0.51 0.09
H 0.670 -0.886 0.653 0.46 -0.01 0.67 0.08
H 2.861 -2.812 1.439 -0.28 0.24 -0.83 0.10
H 1.778 -2.840 -0.023 0.64 0.50 0.42 0.10
H 3.167 -0.785 -0.872 0.51 -0.52 0.59 0.12
H 4.383 -1.100 0.427 -0.71 -0.36 -0.40 0.12
H 6.052 -2.673 0.182 -0.56 -0.05 -0.66 0.11
H 6.874 -4.386 -1.912 -0.86 0.45 0.05 0.08
H 4.826 -4.398 -3.750 -0.12 0.63 0.94 0.05
H 2.799 -2.712 -2.743 0.64 0.08 0.70 0.11
H 4.280 2.255 1.263 0.04 0.31 0.85 0.03
H 4.801 3.576 2.407 -0.34 -0.66 0.05 0.01
H 5.231 1.844 2.726 -0.54 0.55 -0.31 0.00
H 2.690 1.212 5.571 0.53 -0.33 -0.51 0.01
H 4.432 1.488 5.038 -0.84 -0.45 -0.04 0.00
H 3.491 0.071 4.326 -0.02 0.48 0.68 0.02
C 5.635 3.345 9.271 0.17 0.06 0.47 -0.14
C 4.332 2.795 8.753 -0.43 -0.22 0.23 -0.13
O 4.334 3.208 7.392 0.44 0.13 0.12 0.05
C 5.627 3.406 7.026 -0.12 0.02 -0.57 -0.56
O 5.987 3.594 5.911 0.12 0.00 0.25 0.16
O 6.457 3.359 8.109 -0.24 -0.04 -0.12 0.05
H 6.073 2.722 10.050 0.14 0.01 -0.15 0.13
H 5.538 4.367 9.648 -0.03 -0.02 -0.04 0.13
H 4.294 1.703 8.790 0.04 0.03 -0.02 0.14
H 3.468 3.198 9.279 -0.03 0.04 -0.21 0.13
C 7.701 2.115 1.537 -0.32 0.42 0.22 -0.14
C 9.192 2.291 1.441 0.26 0.42 0.07 -0.13
O 9.658 0.955 1.265 -0.25 -0.15 -0.10 0.05
C 8.629 0.233 0.740 -0.18 -0.35 -0.16 -0.56
O 8.735 -0.876 0.320 0.05 0.21 0.12 0.15
O 7.471 0.941 0.758 0.54 -0.15 -0.01 0.06
H 7.152 2.963 1.133 -0.13 -0.20 -0.05 0.13
H 7.366 1.932 2.558 0.04 0.02 -0.05 0.12
H 9.489 2.886 0.573 -0.02 -0.05 -0.01 0.13
H 9.619 2.737 2.338 0.08 -0.19 -0.02 0.13
C 6.794 -8.094 -4.232 0.24 -0.25 0.43 -0.13
C 6.530 -8.538 -5.646 0.14 -0.44 -0.25 -0.14
O 5.538 -7.616 -6.087 0.08 0.16 0.26 0.06
C 5.657 -6.496 -5.321 -0.19 0.47 0.01 -0.55
O 5.092 -5.473 -5.535 0.14 -0.40 -0.26 0.16
O 6.506 -6.701 -4.281 -0.16 -0.09 -0.39 0.06
H 7.824 -8.266 -3.924 -0.04 0.21 0.03 0.13
H 6.124 -8.568 -3.512 -0.01 0.03 -0.04 0.14
H 7.411 -8.443 -6.287 -0.01 0.04 0.04 0.13
H 6.162 -9.562 -5.702 -0.15 0.12 -0.09 0.13
C -8.779 -2.236 -5.652 0.20 0.08 0.55 -0.13
C -10.096 -2.791 -6.122 -0.42 -0.21 0.29 -0.13
O -10.138 -2.388 -7.488 0.38 0.07 0.01 0.06
C -8.853 -2.193 -7.895 0.16 0.07 -0.42 -0.56
O -8.527 -2.013 -9.024 -0.08 -0.04 0.23 0.17
O -7.994 -2.232 -6.841 -0.37 -0.05 -0.24 0.06
H -8.316 -2.853 -4.883 0.15 0.04 -0.15 0.13
H -8.864 -1.212 -5.281 -0.03 -0.03 -0.03 0.12
H -10.132 -3.882 -6.073 0.04 0.03 -0.02 0.13
H -10.942 -2.385 -5.570 -0.03 0.05 -0.20 0.13
C -6.786 0.827 2.434 0.50 0.03 -0.25 -0.13
C -8.105 1.294 1.879 -0.09 0.22 -0.58 -0.13
O -9.048 0.739 2.793 0.27 -0.09 0.29 0.06
C -8.398 0.530 3.970 -0.11 -0.09 0.37 -0.56
O -8.935 0.233 4.989 0.08 0.05 -0.21 0.16
O -7.058 0.708 3.829 -0.46 -0.01 -0.07 0.07
H -5.980 1.537 2.253 0.00 -0.04 0.21 0.13
H -6.490 -0.151 2.046 -0.04 0.02 0.03 0.13
H -8.202 2.383 1.889 0.03 -0.03 0.03 0.14
H -8.284 0.932 0.867 -0.15 -0.05 0.10 0.12
```
Positions in Å, forces in eV/Å.

**Max |F|**: 4.4 eV/Å
**HOMO-LUMO gap**: 4.072 eV
**E_tot**: -3046.2780 hartree
**Highest occupied orbital energy**: -2.51 eV
**Charge**: -1